Record 1
{"formula": "C8H12N", "method": "ωB97M-V/def2-TZVPD", "multiplicity": 1, "homo_ev": -14.121, "charge": 1, "orbital_gap_ha": 0.3627, "smiles": "C=C=CC(C)=[N+]1CCC1", "e_tot_ev": -9970.604, "largest_force_ev_per_a": 5.1, "lumo_energy_ev": -4.3, "elements": ["C", "C", "C", "C", "C", "C", "C", "C", "N", "H", "H", "H", "H", "H", "H", "H", "H", "H", "H", "H", "H"], "xyz": [[-0.848, 1.696, 0.081], [-0.571, 0.533, -0.736], [-0.020, 2.110, 0.968], [0.841, 2.593, 1.747], [0.571, -2.279, 0.695], [0.437, -0.830, 1.109], [0.231, -1.906, -0.683], [-1.019, 0.384, -2.076], [0.097, -0.489, -0.275], [-1.702, 2.261, -0.308], [1.417, 3.409, 1.425], [1.002, 2.631, 2.928], [1.626, -2.683, 0.757], [-0.203, -3.020, 1.058], [-0.360, -0.490, 1.840], [1.404, -0.442, 1.311], [1.229, -1.887, -1.321], [-0.586, -2.452, -1.236], [-0.340, -0.123, -2.747], [-1.413, 1.345, -2.560], [-1.793, -0.358, -1.981]]}



Record 2
{"formula": "C8H12N", "method": "ωB97M-V/def2-TZVPD", "multiplicity": 3, "homo_ev": [-8.978, -14.139], "charge": 1, "s2": 2.012, "orbital_gap_ha": [0.2043, 0.2539], "e_tot_ev": -9963.367, "largest_force_ev_per_a": 10.2, "lumo_energy_ev": [-3.4, -7.2], "elements": ["C", "C", "C", "C", "C", "C", "C", "C", "N", "H", "H", "H", "H", "H", "H", "H", "H", "H", "H", "H", "H"], "xyz": [[2.856, -0.350, -0.750], [-1.559, 1.643, -1.276], [2.035, -0.068, 0.075], [-1.230, 0.656, -0.694], [-1.377, -1.105, 1.127], [-0.402, -1.467, -1.181], [0.860, 0.389, 0.688], [-0.683, -0.499, -0.015], [0.721, 1.820, 0.904], [3.694, -0.895, -1.155], [-1.969, 2.379, -1.840], [-0.742, -1.810, 1.691], [-2.234, -1.740, 0.806], [-1.824, -0.330, 1.658], [0.459, -1.969, -1.097], [-0.340, -0.937, -2.138], [-1.278, -2.159, -1.437], [0.964, -0.163, 1.737], [0.100, 2.279, 0.196], [1.551, 2.350, 0.852], [0.399, 1.977, 1.848]]}



Record 3
{"formula": "C8H12N2", "method": "ωB97M-V/def2-TZVPD", "multiplicity": 1, "homo_ev": -8.362, "orbital_gap_ha": 0.3408, "smiles": "Cc1nc(C)c(C)nc1C", "e_tot_ev": -11469.693, "largest_force_ev_per_a": 6.2, "lumo_energy_ev": 0.9, "elements": ["C", "C", "C", "C", "C", "C", "C", "C", "H", "H", "H", "H", "H", "H", "H", "H", "H", "H", "H", "H", "N", "N"], "xyz": [[-2.312, 1.600, 0.245], [-1.063, 0.780, 0.126], [1.085, 0.654, -0.220], [2.502, 1.332, -0.213], [1.027, -0.754, -0.029], [2.354, -1.453, 0.289], [-1.145, -0.712, -0.063], [-2.501, -1.466, -0.226], [-2.094, 2.700, 0.133], [-2.942, 1.409, 1.111], [-2.923, 1.209, -0.522], [3.245, 0.724, -0.641], [2.734, 1.567, 0.829], [2.426, 2.281, -0.695], [2.240, -2.231, 1.032], [3.199, -0.766, 0.498], [2.661, -2.102, -0.529], [-2.526, -2.522, 0.313], [-3.363, -0.940, 0.100], [-2.609, -1.715, -1.250], [0.090, 1.452, -0.013], [-0.051, -1.382, 0.036]]}



Record 4
{"formula": "C8H12N2", "method": "ωB97M-V/def2-TZVPD", "multiplicity": 1, "homo_ev": -8.213, "orbital_gap_ha": 0.3303, "e_tot_ev": -11464.596, "largest_force_ev_per_a": 8.2, "lumo_energy_ev": 0.8, "elements": ["C", "C", "C", "C", "C", "C", "C", "C", "H", "H", "H", "H", "H", "H", "H", "H", "H", "H", "H", "H", "N", "N"], "xyz": [[-1.909, -2.111, -0.011], [0.016, -0.523, 0.009], [0.950, -1.480, -0.146], [2.249, -1.283, -0.274], [2.691, 0.005, -0.006], [1.768, 1.082, 0.089], [0.486, 0.825, 0.111], [-0.446, 1.956, 0.380], [-3.121, -2.192, 0.113], [-1.330, -2.720, 0.554], [-1.720, -2.604, -0.894], [-1.931, -0.351, 1.113], [0.348, -2.548, -0.187], [3.280, -1.779, -0.214], [4.023, 0.464, -0.301], [2.345, 2.271, 0.084], [0.088, 3.025, 0.377], [-1.115, 2.101, 1.316], [-1.877, 3.109, -0.601], [-2.065, 1.410, -0.902], [-1.390, -0.714, 0.112], [-1.339, 2.055, -0.723]]}



Record 5
{"formula": "C8H12N2", "method": "ωB97M-V/def2-TZVPD", "multiplicity": 3, "homo_ev": [-6.743, -7.956], "s2": 2.054, "orbital_gap_ha": [0.2875, 0.2736], "e_tot_ev": -11462.628, "largest_force_ev_per_a": 4.0, "lumo_energy_ev": [1.1, -0.5], "elements": ["C", "C", "C", "C", "C", "C", "C", "C", "N", "N", "H", "H", "H", "H", "H", "H", "H", "H", "H", "H", "H", "H"], "xyz": [[1.883, -0.219, -1.492], [2.628, -0.313, -0.314], [0.535, -0.630, -1.353], [-0.229, -0.217, -0.156], [2.026, -0.116, 1.074], [0.529, 0.123, 1.180], [-1.307, 0.695, -0.526], [-1.972, 0.773, -1.839], [-1.610, -0.566, 0.228], [-1.787, -0.712, 1.655], [2.386, -0.312, -2.441], [3.614, -0.683, -0.345], [2.241, -0.918, 1.768], [2.587, 0.758, 1.449], [0.358, 1.014, 1.691], [0.000, -0.609, 1.870], [-1.341, 1.739, -0.092], [-1.476, 1.609, -2.291], [-3.086, 0.780, -1.727], [-1.711, -0.132, -2.390], [-1.520, -1.526, 2.188], [-2.747, -0.538, 1.864]]}



Record 6
{"formula": "C8H12N2O", "method": "ωB97M-V/def2-TZVPD", "multiplicity": 1, "homo_ev": [-6.412, -6.412], "orbital_gap_ha": [0.2381, 0.2381], "e_tot_ev": -13512.397, "largest_force_ev_per_a": 4.8, "lumo_energy_ev": [0.1, 0.1], "elements": ["C", "C", "C", "C", "C", "C", "C", "C", "N", "N", "O", "H", "H", "H", "H", "H", "H", "H", "H", "H", "H", "H", "H"], "xyz": [[-0.053, -2.130, 0.516], [1.452, -0.414, 1.396], [2.536, -0.077, 2.105], [1.127, -1.679, 0.879], [-0.424, 0.360, -0.772], [0.897, 0.497, -1.505], [-1.687, -0.105, -1.375], [-1.719, 0.865, 1.234], [-1.056, -2.558, 0.093], [-0.498, 0.657, 0.485], [0.604, 0.786, 1.296], [2.740, 0.872, 2.621], [3.172, -0.913, 2.296], [2.101, -2.318, 0.855], [1.710, 0.590, -0.805], [0.632, 1.523, -1.955], [0.939, -0.177, -2.266], [-1.659, -0.478, -2.371], [-2.619, 0.580, -1.403], [-1.804, -1.063, -0.785], [-2.303, -0.147, 1.281], [-1.406, 1.115, 2.342], [-2.251, 1.765, 0.877]]}